Here is 3 unconnected molecules or ions with the total composition C19H55N7O4P4S from the OMol25 dataset. Energies are from wB97M-V/def2-TZVPD.

Properties
energy	-87208.5579	eV
charge	0
energy above the lowest of the compared OMol25 structures with the same formula, charge and spin	0.00	kcal/mol
SMILES	[H]/N=C(/C)C[PH2]([C@@H](C)CC)P(O)(O)=S.CN(C)P(=O)(N(C)C)N(C)C.CN(C)P(=O)(N(C)C)N(C)C
HOMO energy	-8.09	eV

Each line ends with the Löwdin charge.
Cartesian coordinates (Å):
S -1.8161 4.6180 -5.3417  0.1757
P -0.7059 4.6678 -3.7422  0.0631
P -3.4908 1.4280 6.5382  0.5389
P -1.3985 3.1174 -2.1107  0.7534
P 3.9773 -4.3204 -4.8489  0.5381
O -0.7550 6.1395 -3.0293  -0.2785
O -3.9551 1.7786 5.1863  -0.2799
O 0.8715 4.5260 -4.0714  -0.2616
O 3.2895 -5.0748 -3.7885  -0.2814
N 5.4741 -3.8719 -4.1969  -0.3106
N -2.9266 -0.1569 6.4922  -0.2906
N 3.6482 -2.8431 -5.5826  -0.2816
N -2.4110 2.1744 7.5930  -0.2847
N 4.1669 -5.3490 -6.1691  -0.2934
N -4.8497 1.5565 7.5382  -0.3103
N 1.1678 0.3630 -3.7237  0.1420
C -6.0962 1.9451 6.8842  -0.1227
C 3.5425 -1.7134 -4.6338  -0.1297
C 0.7129 1.3360 -3.0351  -0.4414
C -3.2110 2.4912 1.6005  -0.1008
C -1.0103 2.1437 7.1273  -0.1200
C 1.6896 2.0676 -2.1434  -0.0625
C -2.3201 3.0323 0.4805  -0.3186
C -2.7595 3.5742 7.9097  -0.1157
C 5.1276 -5.1731 -7.2433  -0.1181
C 2.4234 -2.8547 -6.4065  -0.1218
C 2.9940 -6.1444 -6.5229  -0.1237
C 5.7408 -4.3123 -2.8317  -0.1251
C -5.1036 0.7402 8.7077  -0.1367
C 6.7001 -3.7338 -4.9546  -0.1388
C -2.0746 -0.4882 5.3520  -0.1204
C -0.7616 1.7400 -3.1485  -0.2957
C -2.1339 2.0729 -0.7054  -0.5326
C -1.2568 0.8955 -0.2804  -0.1063
C -2.7698 -1.0349 7.6389  -0.1148
H -2.0457 -0.6744 8.3811  0.0835
H 3.3630 -0.7919 -5.1850  0.0675
H -3.1237 1.7338 -1.0358  0.1085
H -3.7452 3.6213 8.3636  0.0725
H 4.4715 -1.5935 -4.0824  0.0722
H 4.8606 -4.1939 -2.2073  0.0696
H 2.4864 2.4945 -2.7496  0.0822
H -6.7824 2.3282 7.6433  0.0786
H -1.4054 0.8678 -3.0353  0.0913
H -2.6937 3.5941 -2.4318  0.0305
H 6.1473 -5.1851 -6.8780  0.0489
H 7.3975 -3.0973 -4.4026  0.0795
H 2.2345 -1.8454 -6.7704  0.0797
H -2.0031 -1.5714 5.2504  0.0800
H -0.6321 1.1231 7.1323  0.0623
H -0.1937 1.1587 -0.2899  0.0693
H 2.5584 -6.5781 -5.6241  0.0739
H 2.5576 -3.4913 -7.2793  0.0607
H -4.1180 2.0198 1.2212  0.0790
H 4.9807 -4.2551 -7.8278  0.0828
H -0.8859 2.0804 -4.1836  0.0506
H -4.1958 0.5951 9.2906  0.0736
H 1.0338 4.7609 -4.9955  0.0620
H -1.3159 3.1806 0.9003  0.1043
H -0.3949 2.7176 7.8190  0.0803
H -2.7473 4.2193 7.0247  0.0872
H 1.5385 -3.1921 -5.8555  0.0897
H 5.0409 -6.0163 -7.9293  0.0787
H 2.2100 -5.5751 -7.0353  0.0656
H 1.2501 2.8780 -1.5640  0.0427
H -2.6515 4.0242 0.1491  0.0918
H 7.1993 -4.6954 -5.1266  0.0795
H -0.8817 2.5642 6.1240  0.0901
H 2.1341 1.3599 -1.4430  0.0848
H -6.5829 1.1090 6.3685  0.0864
H -0.6430 3.8529 -1.1587  0.0257
H -1.0562 -0.0901 5.4284  0.0668
H 0.4312 -0.0508 -4.2995  0.0651
H -5.9245 2.7340 6.1584  0.0694
H -1.6668 6.3311 -2.7826  0.0507
H -2.4228 -2.0066 7.2870  0.0799
H -2.0345 3.9586 8.6273  0.0788
H -2.5178 -0.0991 4.4363  0.0664
H -1.3670 0.0359 -0.9445  0.0738
H 6.5178 -3.2439 -5.9094  0.0731
H -2.6701 1.7752 2.2193  0.0562
H 6.0573 -5.3609 -2.7773  0.0854
H -1.4975 0.5433 0.7238  0.0707
H 6.5370 -3.6901 -2.4150  0.0777
H 2.7254 -1.8421 -3.9202  0.0675
H -5.8167 1.2534 9.3587  0.0803
H -5.5347 -0.2355 8.4531  0.0805
H -3.7123 -1.2151 8.1407  0.0494
H -3.4812 3.3035 2.2760  0.0715
H 3.2917 -6.9655 -7.1760  0.0783